No. 1
11
Properties=species:S:1:pos:R:3:mulliken_charge:R:1 method="wB97M-V/def2-TZVPD" relative_energy_kj_mol=454.6 gap_ev=10.16 homo_ev=-9.366
C 2.052 -0.469 -0.021 -0.4376
C -0.980 1.223 0.001 -0.4661
C -1.892 0.127 0.019 -0.2697
C -2.572 -0.851 -0.091 0.2817
H 2.256 -1.496 -0.311 0.2133
H 2.335 -0.223 1.036 0.2346
H 2.525 0.472 -0.662 0.2288
H -1.240 2.267 0.078 0.3216
H -3.303 -1.686 0.078 0.3624
N 0.268 1.001 -0.099 -0.2982
O 0.553 -0.364 -0.026 -0.1707

---

No. 2
8
Properties=species:S:1:pos:R:3:mulliken_charge:R:1 method="wB97M-V/def2-TZVPD" relative_energy_kj_mol=694.1 gap_ev="7.89 / 6.76" homo_ev="-8.839 / -8.287"
C 1.955 1.159 0.277 0.1798
C 3.123 1.637 0.218 -0.6659
C -0.897 -1.033 -0.247 0.0860
C 0.884 0.421 0.100 0.4517
O -2.143 -0.182 -0.084 -0.4730
O 0.205 -0.579 0.188 -0.2120
H -1.047 -2.176 -0.197 0.3066
H -2.082 0.751 -0.257 0.3267

---

No. 3
180
Properties=species:S:1:pos:R:3:mulliken_charge:R:1 method="wB97M-V/def2-TZVPD" gap_ev=9.16 homo_ev=-9.583
C -1.082 -0.166 -1.702 -1.3529
C -0.870 0.286 -0.218 0.6217
C -0.193 -0.762 0.621 -0.4755
O 0.843 -0.053 1.260 -0.2972
C 0.969 1.185 0.804 0.6722
O 1.835 2.011 1.205 -0.6560
O 0.056 1.412 -0.147 -0.3481
H -0.239 -0.702 -2.137 0.3461
H -1.447 0.669 -2.300 0.3505
H -1.934 -0.846 -1.685 0.3745
H -1.821 0.472 0.281 0.1712
H 0.044 -1.694 0.109 0.2793
H -0.869 -1.001 1.442 0.3072
C -6.071 1.317 -5.825 -1.5033
C -6.440 0.787 -7.188 0.4945
C -6.250 1.819 -8.264 -0.3598
O -5.442 1.119 -9.217 -0.3302
C -5.081 -0.099 -8.782 0.6875
O -4.370 -0.938 -9.380 -0.5964
O -5.600 -0.269 -7.553 -0.3454
H -5.046 1.660 -5.689 0.3595
H -6.170 0.477 -5.137 0.3721
H -6.801 2.075 -5.537 0.3995
H -7.400 0.275 -7.251 0.2662
H -5.855 2.744 -7.843 0.2782
H -7.177 2.056 -8.786 0.2771
C 2.491 -4.019 4.745 -1.2886
C 1.206 -4.181 5.637 0.3754
C 0.733 -2.875 6.238 -0.4706
O -0.688 -2.955 6.178 -0.3363
C -1.013 -3.796 5.177 0.6458
O -2.093 -3.880 4.648 -0.5625
O 0.111 -4.415 4.751 -0.2905
H 2.884 -4.955 4.349 0.3417
H 3.317 -3.535 5.267 0.3619
H 2.226 -3.436 3.863 0.3046
H 1.243 -4.938 6.420 0.3016
H 1.175 -2.086 5.630 0.2961
H 1.025 -2.828 7.287 0.3235
C 1.929 6.926 0.304 -1.3507
C 2.421 8.188 1.036 0.4450
C 3.166 8.050 2.303 -0.2808
O 4.401 8.649 2.117 -0.3187
C 4.418 9.195 0.886 0.6513
O 5.350 9.867 0.476 -0.5671
O 3.295 8.863 0.177 -0.3588
H 1.339 7.114 -0.593 0.3499
H 1.359 6.392 1.064 0.3773
H 2.818 6.352 0.044 0.2847
H 1.514 8.769 1.204 0.2084
H 3.223 7.005 2.605 0.2917
H 2.549 8.605 3.010 0.2694
C -6.524 1.729 1.012 -1.4419
C -7.152 0.833 2.144 0.5633
C -6.201 0.252 3.115 -0.2634
O -6.619 0.825 4.373 -0.3560
C -7.579 1.710 4.189 0.7243
O -7.998 2.523 4.974 -0.5774
O -7.941 1.648 2.945 -0.3827
H -5.619 2.211 1.382 0.3152
H -7.179 2.483 0.577 0.3651
H -6.174 1.126 0.174 0.3672
H -7.738 0.152 1.527 0.2500
H -5.194 0.568 2.842 0.1523
H -6.263 -0.833 3.198 0.2854
C 7.150 4.331 -0.187 -1.0842
C 8.417 5.162 -0.479 0.8184
O 9.200 5.495 0.395 -0.5501
C 8.594 5.517 -1.954 -1.0117
H 6.172 4.600 -0.588 0.3171
H 6.942 4.324 0.883 0.3436
H 7.276 3.263 -0.366 0.2715
H 8.683 4.673 -2.638 0.2938
H 9.487 6.126 -2.095 0.3072
H 7.742 6.151 -2.202 0.2958
C 1.085 -1.815 -10.148 -1.0042
C 1.231 -0.672 -9.104 0.7447
O 2.278 -0.117 -8.903 -0.5516
C 0.066 -0.437 -8.140 -0.9555
H 0.342 -2.493 -9.729 0.3078
H 2.059 -2.181 -10.472 0.3273
H 0.642 -1.316 -11.010 0.2895
H -0.635 0.331 -8.466 0.2504
H 0.498 -0.083 -7.204 0.2649
H -0.407 -1.400 -7.947 0.3272
C 6.480 1.571 -4.983 -1.1367
C 5.234 2.024 -4.311 0.8577
O 4.993 3.204 -4.092 -0.5820
C 4.356 1.004 -3.758 -0.9572
H 7.172 1.136 -4.261 0.3011
H 7.063 2.404 -5.377 0.3134
H 6.312 0.894 -5.821 0.3507
H 3.714 0.606 -4.544 0.2547
H 3.755 1.461 -2.972 0.2844
H 4.909 0.192 -3.284 0.3151
C 4.309 -5.349 -2.555 -1.0116
C 2.904 -5.220 -3.073 0.7745
O 1.941 -4.925 -2.321 -0.5801
C 2.671 -5.504 -4.606 -1.0550
H 4.880 -4.421 -2.576 0.2820
H 4.816 -6.167 -3.067 0.3136
H 4.292 -5.462 -1.471 0.3250
H 3.389 -5.061 -5.297 0.3524
H 1.686 -5.127 -4.879 0.2982
H 2.742 -6.573 -4.806 0.3002
C 1.893 -9.206 2.051 -0.6134
C 0.685 -8.540 1.359 -0.6518
C 0.433 -9.319 0.005 -0.5784
S 1.157 -11.030 0.235 1.0551
O 2.294 -11.192 -0.685 -0.6283
O 0.107 -12.051 0.413 -0.6370
C 1.697 -10.722 1.992 -0.7156
H 1.926 -9.005 3.122 0.3279
H 2.807 -8.779 1.640 0.3220
H 0.625 -7.458 1.237 0.4131
H -0.129 -8.786 2.041 0.2613
H 1.025 -8.892 -0.805 0.2976
H -0.613 -9.437 -0.275 0.3819
H 2.613 -11.255 2.243 0.3975
H 0.863 -10.996 2.638 0.3678
C -4.051 5.570 -1.773 -0.5659
C -4.111 6.249 -0.422 -0.6588
C -5.575 6.815 -0.166 -0.6585
S -6.334 7.128 -1.825 1.0685
O -6.420 8.570 -2.104 -0.6356
O -7.537 6.307 -2.038 -0.6327
C -4.922 6.449 -2.764 -0.7169
H -4.390 4.535 -1.734 0.2783
H -2.992 5.534 -2.031 0.3451
H -3.390 7.055 -0.280 0.3050
H -3.766 5.532 0.323 0.3480
H -5.590 7.756 0.383 0.3701
H -6.211 6.218 0.487 0.3840
H -4.246 7.299 -2.863 0.3411
H -5.286 5.950 -3.662 0.4280
C 8.144 -1.628 5.009 -0.6516
C 7.103 -0.894 4.154 -0.5470
C 6.707 0.272 5.021 -0.6572
S 6.480 -0.327 6.745 1.0225
O 5.086 -0.806 6.948 -0.5774
O 7.159 0.578 7.666 -0.6375
C 7.573 -1.809 6.456 -0.6681
H 9.134 -1.177 4.958 0.3031
H 8.305 -2.597 4.537 0.3515
H 6.293 -1.512 3.766 0.2703
H 7.588 -0.661 3.206 0.3312
H 5.711 0.648 4.787 0.3877
H 7.412 1.096 4.905 0.3612
H 7.054 -2.766 6.505 0.3514
H 8.281 -1.678 7.273 0.3600
C -4.987 -6.533 -2.128 -0.5644
C -5.962 -5.532 -2.819 -0.6557
C -7.024 -5.021 -1.777 -0.7042
S -5.966 -4.667 -0.340 1.0497
O -6.670 -5.061 0.842 -0.6477
O -5.386 -3.311 -0.493 -0.5913
C -4.645 -5.911 -0.787 -0.6227
H -4.156 -6.591 -2.831 0.2860
H -5.388 -7.543 -2.048 0.3155
H -6.375 -5.991 -3.717 0.3796
H -5.354 -4.666 -3.078 0.3114
H -7.730 -5.788 -1.460 0.3311
H -7.596 -4.117 -1.987 0.4083
H -4.666 -6.580 0.073 0.3649
H -3.662 -5.442 -0.738 0.3389
C -0.661 3.245 7.870 -0.5930
C -1.776 4.343 8.139 -0.6205
C -2.583 4.403 6.874 -0.7234
S -1.363 4.427 5.504 1.0260
O -0.963 5.803 5.282 -0.6423
O -1.880 3.548 4.494 -0.5721
C 0.005 3.640 6.516 -0.7079
H -1.097 2.247 7.888 0.3050
H 0.109 3.217 8.641 0.3312
H -1.417 5.370 8.067 0.3057
H -2.262 4.162 9.098 0.3375
H -3.342 5.181 6.793 0.4379
H -3.194 3.502 6.815 0.3535
H 0.635 4.510 6.701 0.3370
H 0.516 2.836 5.987 0.4265

---

No. 4
9
Properties=species:S:1:pos:R:3:mulliken_charge:R:1 method="wB97M-V/def2-TZVPD" relative_energy_kj_mol=491.4 gap_ev="7.98 / 6.87" homo_ev="-9.453 / -9.342"
C 0.070 1.263 0.044 0.3856
C -0.291 -1.856 0.102 0.7368
N 0.229 2.463 0.483 -0.6108
O -0.546 0.358 0.735 -0.5034
F -1.200 -2.655 0.578 -0.1360
F -0.352 -1.584 -1.199 -0.1545
F 0.897 -2.227 0.299 -0.1331
H 0.546 0.985 -1.010 0.1804
H 0.646 3.252 -0.032 0.2348

---

Results for E: -285.2414; -303.7455; -6210.4757; -506.8469 (in hartree, following the order of the records).